Entry 1:
# C31H45F5N9O2Pb

A molecular structure, C31H45F5N9O2Pb (ωB97M-V with the def2-TZVPD basis set, the OMol25 dataset).

The geometry in XYZ format:
```
93
Properties=species:S:1:pos:R:3:forces:R:3
Pb 0.47294 0.24009 0.08262 0.19 -0.06 0.04
C 1.22576 -2.70054 2.09876 -0.06 -0.03 0.00
C 0.27034 -3.36505 3.09269 0.02 0.05 -0.01
C -0.21777 -4.71480 2.56047 -0.02 0.00 -0.02
C -0.85590 -2.46744 3.59448 0.02 0.00 -0.01
C -0.99003 -2.33502 4.97612 -0.01 0.01 0.00
C -1.98122 -1.55385 5.54229 0.00 -0.01 -0.01
C -2.86954 -0.88613 4.71792 0.01 0.00 0.00
C -2.78391 -0.97108 3.33110 -0.01 -0.02 -0.06
C -3.76641 -0.14056 2.51411 0.01 0.07 0.05
C -4.57244 -0.88501 1.44549 -0.01 0.04 -0.02
C -3.08345 1.09663 1.92208 0.01 -0.12 0.03
C -1.76976 -1.77435 2.78134 -0.04 0.02 0.02
N -1.60591 -1.79537 1.36506 0.06 0.02 0.02
C -2.15157 -2.72002 0.70293 0.09 -0.11 -0.08
C -1.99982 -2.81756 -0.77664 -0.17 0.04 0.05
N -1.21585 -2.06076 -1.41009 0.05 0.13 0.07
C -1.15816 -2.16910 -2.82724 -0.03 -0.08 -0.02
C -1.95124 -1.30608 -3.59558 0.01 0.02 -0.04
C -1.86872 -1.41079 -4.98296 0.00 -0.02 0.03
C -1.02856 -2.32801 -5.59122 0.07 0.02 0.02
C -0.22824 -3.14098 -4.80264 -0.05 0.02 -0.08
C -0.26914 -3.08197 -3.41330 0.05 0.00 -0.02
C 0.69476 -3.97771 -2.64531 0.01 0.04 0.00
C 1.74252 -3.17701 -1.86961 0.02 0.02 0.03
C 0.04698 -5.04097 -1.75240 -0.04 -0.02 0.00
C -2.92532 -0.28276 -3.02719 0.01 -0.04 0.02
C -2.35177 0.63672 -1.94590 0.01 0.03 -0.12
C -4.23978 -0.92513 -2.57514 -0.01 0.01 0.01
H 2.10746 -3.32734 1.95294 -0.01 0.00 0.01
H 1.56673 -1.73000 2.46535 0.02 0.04 0.01
H 0.75830 -2.56248 1.12330 0.00 -0.01 0.00
H 0.85923 -3.58632 3.98637 0.01 0.01 -0.01
H -0.71958 -4.61574 1.59648 0.01 0.00 0.02
H -0.90768 -5.19144 3.25722 0.00 0.00 0.00
H 0.63166 -5.38346 2.41327 0.00 -0.01 0.00
H -0.29622 -2.86703 5.61600 0.00 0.00 0.00
H -2.06476 -1.47099 6.61756 0.00 0.00 0.00
H -3.65429 -0.27897 5.15269 0.00 0.00 0.00
H -4.49725 0.21468 3.24441 0.02 0.03 0.01
H -4.00693 -1.02049 0.52458 -0.02 0.02 0.02
H -5.45464 -0.29669 1.18933 -0.01 -0.01 0.01
H -4.91349 -1.85894 1.79975 0.00 -0.01 0.00
H -2.30832 0.80542 1.20966 -0.02 0.00 0.00
H -2.62669 1.70919 2.70220 -0.02 0.00 0.01
H -3.79590 1.72451 1.38597 -0.01 -0.02 -0.02
H -2.77029 -3.48823 1.17468 0.01 0.00 0.02
H -2.61802 -3.56986 -1.27559 0.01 0.00 -0.01
H -2.49334 -0.76633 -5.59086 0.00 0.00 0.00
H -0.99615 -2.41055 -6.67048 0.01 0.01 0.02
H 0.44757 -3.84498 -5.27278 -0.01 -0.01 -0.01
H 1.23252 -4.52792 -3.42120 0.01 0.01 0.00
H 1.28047 -2.54679 -1.10508 -0.01 -0.04 -0.04
H 2.32127 -2.53511 -2.53448 -0.01 0.01 -0.01
H 2.43510 -3.85741 -1.37033 0.00 0.01 0.02
H -0.27293 -4.63321 -0.79333 0.00 0.01 0.00
H 0.77422 -5.82417 -1.53370 0.00 0.00 -0.01
H -0.81133 -5.50696 -2.23873 0.00 0.00 0.01
H -3.17385 0.36368 -3.87290 0.01 0.01 0.00
H -2.24882 0.11942 -0.99051 0.01 -0.04 0.05
H -3.02025 1.48431 -1.78457 0.01 -0.01 0.01
H -1.38453 1.04224 -2.25589 -0.03 -0.04 0.04
H -4.10122 -1.55144 -1.69259 0.01 -0.01 -0.01
H -4.66725 -1.54634 -3.36256 0.00 0.01 -0.01
H -4.96658 -0.15241 -2.31783 0.00 -0.01 0.01
C 4.88020 1.48390 2.40520 -0.02 0.00 0.02
O 3.65942 1.41246 3.17357 0.05 0.04 0.04
C 2.57595 1.07584 2.50596 -0.01 -0.16 -0.12
O 2.57136 0.80642 1.30583 -0.22 0.03 -0.06
N 1.49353 1.01815 3.31511 -0.06 0.02 0.06
N 0.22252 0.86510 2.75231 0.12 0.00 -0.05
H 5.64622 1.76450 3.11862 0.00 0.01 0.00
H 4.78123 2.23768 1.62799 0.01 0.00 0.00
H 5.10027 0.51469 1.96470 0.00 0.00 0.00
H 1.58929 1.37468 4.25448 -0.01 0.00 0.00
H -0.30499 1.73052 2.82365 0.01 0.00 -0.01
H -0.27625 0.11365 3.22389 -0.02 0.00 0.00
N 1.81371 -0.15604 -5.29532 -0.05 -0.04 0.03
N 2.02933 0.40943 -4.05582 -0.03 -0.06 0.03
N 3.03303 1.22122 -3.82495 0.01 -0.04 0.00
C 2.92111 1.40622 -2.51732 -0.03 0.10 0.03
N 1.89462 0.71805 -2.00941 0.11 -0.06 -0.03
N 1.32922 0.07956 -3.01840 -0.01 0.06 -0.01
H 1.89970 0.57740 -5.99037 -0.06 -0.02 -0.01
H 0.88291 -0.57279 -5.28826 0.06 0.04 -0.02
H 3.56899 2.04706 -1.94745 0.00 -0.01 0.02
F -0.05175 2.92922 -1.52690 0.02 0.00 0.07
C 0.05933 2.60717 -0.19206 -0.04 0.04 0.01
F -1.16090 2.92083 0.37773 0.01 0.03 0.01
C 1.04902 3.61538 0.38694 -0.06 0.04 -0.03
F 1.15251 3.44607 1.72540 0.00 -0.02 0.01
F 0.70264 4.88190 0.17589 0.03 0.01 -0.03
F 2.27000 3.42222 -0.13825 0.02 0.02 0.00
```
Positions in Å, forces in eV/Å.

Values from the calculation:
- relative energy (zero: lowest compared OMol25 entry of this formula, charge and spin) (kJ/mol) = 0.0
- charge = +1
- max |F| (eV/Å) = 0.23
- E_LUMO (eV) = -2.92
- multiplicity = 1
- E_HOMO (eV) = -11.04
- gap between HOMO and LUMO (hartree) = 0.298

Entry 2:
# C2H6NO3P2

2 unconnected molecules or ions with the total composition C2H6NO3P2 at a distorted geometry (ωB97M-V with the def2-TZVPD basis set, the OMol25 dataset).

The geometry in XYZ format:
```
14
Properties=species:S:1:pos:R:3:forces:R:3
C -0.09634 -1.28915 -0.87062 2.14 5.25 -1.56
C 1.18878 -0.79346 -1.01534 -2.40 0.30 -1.93
N -0.28038 1.55919 1.72959 -0.26 0.43 -0.08
O 2.10053 1.95751 1.09161 -0.40 1.87 1.85
O 1.81686 1.88213 -1.73767 -0.77 -1.83 0.19
O -1.12023 -0.42593 -1.29725 1.11 -2.09 0.95
P 2.61514 1.15047 0.06922 1.09 -1.15 -2.49
P 0.91030 0.75544 -2.29885 1.54 -0.32 1.71
H -0.42520 -2.08938 -0.34743 -0.72 -2.90 1.24
H 2.04630 -1.46865 -0.95530 -0.19 0.39 0.27
H -1.06864 0.93158 1.64873 -0.41 0.43 -0.07
H -0.16608 1.75248 2.71064 0.23 -0.36 0.51
H -0.48096 2.50324 1.37915 -0.35 -0.74 -0.29
H -1.87545 -1.03272 -1.32047 -0.61 0.72 -0.30
```
Positions in Å, forces in eV/Å.

Values from the calculation:
- relative energy (zero: lowest compared OMol25 entry of this formula, charge and spin) (kJ/mol) = 216.6
- charge = +1
- max |F| (eV/Å) = 5.88
- E_LUMO (eV) = -5.91
- multiplicity = 1
- E_HOMO (eV) = -13.24
- gap between HOMO and LUMO (hartree) = 0.269

Entry 3:
# C5H14

2 unconnected molecules or ions with the total composition C5H14 at a distorted geometry (ωB97M-V with the def2-TZVPD basis set, the OMol25 dataset).

The geometry in XYZ format:
```
19
Properties=species:S:1:pos:R:3:forces:R:3
C 0.48195 -0.76167 -1.07991 -0.02 -1.00 -0.01
C 0.38329 -0.49214 -2.57418 0.48 0.19 0.05
C 0.32803 0.99058 -2.92339 0.94 0.72 0.11
H -0.29339 -0.25626 -0.50705 -0.05 -0.06 -0.01
H 1.44996 -0.55518 -0.62408 0.10 0.52 -0.24
H 0.39743 -1.84940 -0.95733 -0.33 0.15 0.28
H 1.24594 -0.98036 -3.03564 0.00 0.16 -0.20
H -0.47580 -1.01044 -2.99352 -0.25 0.02 0.14
H 0.01427 1.61180 -2.08431 -0.63 -0.20 0.07
H 1.31306 1.44203 -3.11459 0.04 -0.49 -0.16
H -0.26672 1.22016 -3.79833 -0.28 -0.03 -0.09
C -0.85671 -0.37071 3.50329 0.22 0.05 -0.07
C -0.31749 0.53724 2.39743 0.12 -0.06 0.56
H -1.48189 0.16612 4.21548 -0.10 0.02 -0.06
H -1.42278 -1.20523 3.09139 -0.07 -0.01 0.04
H -0.01729 -0.78282 4.06586 -0.06 -0.08 0.03
H 0.36498 -0.03186 1.77018 -0.08 0.08 -0.23
H 0.26386 1.34410 2.84767 -0.03 0.08 -0.10
H -1.11069 0.98403 1.80102 0.02 -0.07 -0.12
```
Positions in Å, forces in eV/Å.

Values from the calculation:
- relative energy (zero: lowest compared OMol25 entry of this formula, charge and spin) (kJ/mol) = 21.8
- charge = 0
- max |F| (eV/Å) = 1.19
- E_LUMO (eV) = 1.13
- multiplicity = 1
- E_HOMO (eV) = -11.21
- gap between HOMO and LUMO (hartree) = 0.453

Entry 4:
# C5H7N

A molecular structure, C5H7N (ωB97M-V with the def2-TZVPD basis set, the OMol25 dataset).

The geometry in XYZ format:
```
13
Properties=species:S:1:pos:R:3:forces:R:3
C 1.26066 0.97589 -0.16720 0.03 0.01 -0.04
C 0.96137 -0.08262 0.85047 0.34 -0.12 -0.49
N -0.80689 0.12983 1.43795 -0.35 0.13 -0.12
C -0.22856 -0.92147 0.56740 0.03 -0.13 -0.03
C -0.85454 -0.98079 -0.75331 -0.10 0.05 -0.36
C -1.31952 -1.05687 -1.86113 0.14 0.04 0.37
H 0.47473 1.22394 -0.89652 0.03 -0.09 0.10
H 1.64033 1.89582 0.29233 -0.06 -0.21 -0.04
H 2.10185 0.55031 -0.73228 -0.04 0.06 0.01
H -0.06771 0.35101 2.12927 -0.34 0.24 0.39
H -1.14322 0.92965 0.90442 0.17 -0.16 0.18
H -0.27675 -1.89175 1.06899 0.08 0.17 -0.16
H -1.74173 -1.12295 -2.84038 0.08 0.00 0.19
```
Positions in Å, forces in eV/Å.

Values from the calculation:
- relative energy (zero: lowest compared OMol25 entry of this formula, charge and spin) (kJ/mol) = 538.7
- charge = 0
- max |F| (eV/Å) = 0.60
- E_LUMO (eV) = 1.08
- multiplicity = 1
- E_HOMO (eV) = -8.27
- gap between HOMO and LUMO (hartree) = 0.343

Entry 5:
# C4H3NS

C4H3NS in the gas phase at a distorted geometry (ωB97M-V with the def2-TZVPD basis set, the OMol25 dataset).

The geometry in XYZ format:
```
9
Properties=species:S:1:pos:R:3:forces:R:3
C 0.13059 0.02027 0.06099 0.05 2.23 -0.40
C 1.51246 -0.22692 0.10995 5.43 3.05 -3.29
N 2.57108 0.75374 -0.79788 -2.33 -2.58 2.89
S 4.13112 0.28838 -0.25603 -0.83 -0.71 0.02
C 3.86165 -1.03020 0.79706 -0.74 1.10 -0.64
C 2.56475 -0.81000 0.60118 1.17 -1.14 0.90
H -0.01691 0.80036 -0.68097 -0.34 -0.63 -0.90
H -0.07027 0.64141 0.89352 -0.79 0.01 1.62
H -0.40229 -0.86388 -0.00752 -1.61 -1.33 -0.20
```
Positions in Å, forces in eV/Å.

Values from the calculation:
- relative energy (zero: lowest compared OMol25 entry of this formula, charge and spin) (kJ/mol) = 494.0
- charge = 0
- max |F| (eV/Å) = 7.04
- E_LUMO (spin up / spin down) (eV) = -0.66 / -0.66
- multiplicity = 1
- E_HOMO (spin up / spin down) (eV) = -9.29 / -9.29
- gap between HOMO and LUMO (spin up / spin down) (hartree) = 0.317 / 0.317

Entry 6:
# C3H7N3O2

A molecular structure, C3H7N3O2 at a distorted geometry (ωB97M-V with the def2-TZVPD basis set, the OMol25 dataset).

The geometry in XYZ format:
```
15
Properties=species:S:1:pos:R:3:forces:R:3
C 1.66273 -0.89465 -0.16508 -2.34 2.20 -1.08
C 0.25237 -0.21560 0.12357 -0.16 -2.48 -0.20
C -1.11213 0.23531 1.98074 -4.05 1.79 1.96
H 2.24502 -0.94439 0.88805 -1.00 0.26 -3.08
H 1.92673 0.05863 -1.13516 0.62 -3.45 3.19
H 1.31969 -1.94595 -0.66999 1.42 2.70 1.04
H -1.90291 -0.47326 2.56039 2.68 1.50 -1.08
H -0.79060 1.49591 0.24147 1.40 -2.74 -3.97
H 0.68033 0.21017 -2.37137 -2.91 -1.93 0.48
H -0.93242 -0.54164 -2.72230 0.48 0.71 0.15
N -1.56528 1.41950 1.80807 -1.93 0.31 -0.41
N -0.70953 -0.04559 -0.79447 3.59 -0.88 2.64
N -0.15818 -0.47620 -2.06003 1.43 1.57 -0.18
O 0.08761 -0.09219 1.58580 1.79 -1.80 -4.42
O -1.00343 2.20995 0.73032 -1.02 2.24 4.95
```
Positions in Å, forces in eV/Å.

Values from the calculation:
- relative energy (zero: lowest compared OMol25 entry of this formula, charge and spin) (kJ/mol) = 839.7
- charge = 0
- max |F| (eV/Å) = 5.53
- E_LUMO (eV) = 0.37
- multiplicity = 1
- E_HOMO (eV) = -9.25
- gap between HOMO and LUMO (hartree) = 0.353